# 1
The following is a quantum chemistry calculation of a structure of composition C22H43Br6N3O3, from the Open Molecules 2025 dataset.

Structure (XYZ):
```
77
Properties=species:S:1:pos:R:3:forces:R:3:lowdin_spin:R:1
Br -1.605007 -5.031497 -2.364221 -4.4 0.1 -2.4 0.001
Br 2.107583 -1.802927 -1.828401 -0.6 -9.4 -0.5 -0.001
Br 0.725513 -4.663137 -1.100511 8.0 2.7 -4.4 0.000
Br -1.921727 -2.804257 -0.278511 -4.6 -4.8 -3.3 0.002
Br -1.604037 -2.000257 -3.538151 -0.7 -0.9 1.0 0.018
Br 1.219703 -2.391307 1.242669 1.2 -4.8 0.8 0.001
O -2.406357 -4.642857 2.040199 0.8 -0.8 -0.1 0.000
O 2.416243 3.017403 2.263099 -1.6 -3.0 -4.3 0.652
O -0.531077 -0.183957 -1.599281 -2.6 3.7 2.6 0.521
N 2.047413 2.230033 1.061279 2.6 1.8 4.6 0.277
N -1.044857 0.786493 -0.665201 -1.8 -2.5 -4.7 0.340
N -1.292707 -6.497807 2.482059 1.1 -4.3 1.8 0.000
C 0.806853 -2.712477 -0.686371 2.3 -1.5 -0.8 0.000
C 2.000363 0.713423 1.323829 -1.5 0.3 0.2 0.017
C -1.477047 2.077883 -1.334451 -0.1 1.4 0.0 0.020
C -2.011177 3.100063 -0.262081 1.1 -1.2 0.4 0.000
C 2.797793 2.691493 -0.099081 0.8 0.6 -3.4 0.020
C -2.374047 1.188713 1.324839 0.3 1.4 1.4 0.000
C -3.336017 -0.533197 -0.143541 0.5 2.0 -1.6 0.015
C 1.388363 0.066413 0.086409 2.1 0.5 -1.8 0.012
C -2.397297 -3.199217 -2.131011 1.2 -1.2 -0.5 -0.001
C 4.410783 2.645933 -0.097881 -0.9 -1.3 1.8 0.017
C 0.904693 0.420013 2.355349 1.6 2.4 2.7 0.001
C 2.543043 4.135543 -0.589321 -0.6 0.2 -0.1 0.002
C 2.161463 0.373263 -1.201591 0.4 4.9 1.6 0.009
C -0.304777 -4.986407 0.938949 -2.3 -2.5 3.9 0.000
C 3.265953 0.019493 1.879959 -0.4 0.9 -0.5 0.010
C -1.141667 -0.864257 1.192019 -1.0 0.9 -1.1 0.006
C -2.538507 1.869023 -2.383051 -1.3 -0.5 -0.4 0.014
C -1.970697 0.159963 0.334019 -0.8 -1.3 1.0 0.024
C -2.934397 2.503573 0.786609 0.0 -0.8 -0.3 0.000
C 2.317403 1.870333 -1.386861 1.1 -1.1 0.6 -0.001
C -1.417187 -5.395217 1.866879 -2.1 5.9 -1.3 0.000
C -0.384987 2.786973 -2.189321 -0.6 0.3 0.9 0.003
H -3.008517 0.713223 2.072809 -0.6 0.0 -0.3 0.000
H 0.757873 -0.648167 2.515169 0.5 0.8 0.5 0.000
H 1.460303 -1.017287 0.178829 0.6 2.9 -0.4 0.002
H -3.478187 -3.192157 -2.271451 0.3 -0.2 0.0 0.000
H -0.051967 2.139923 -3.000811 -0.1 0.1 0.0 0.000
H 0.373203 -4.296597 1.441559 -0.4 -0.9 0.0 0.000
H -1.994247 -6.853157 3.115829 0.1 0.2 -0.1 0.000
H 2.967743 -1.028607 1.854629 0.9 0.2 0.0 0.001
H -2.820397 2.819143 -2.836801 0.5 0.1 -0.1 0.001
H -0.876257 3.672373 -2.592851 -0.1 -0.1 -0.2 0.000
H -0.165007 -0.439227 1.423529 -2.6 -1.1 -0.6 0.000
H 1.380033 2.143463 -1.871451 1.8 0.1 0.6 0.000
H 3.158133 1.904233 -2.079781 -0.1 0.8 -0.4 0.000
H -3.938117 -0.858247 0.704939 0.6 -0.6 0.1 0.001
H 4.774063 2.981013 0.873639 -0.1 0.7 0.0 0.003
H 2.939703 4.149883 -1.604481 0.4 0.1 0.1 0.000
H 0.210943 -5.926787 0.744469 0.1 0.2 -0.1 0.000
H -0.188427 -2.293647 -0.835051 1.6 0.3 -0.7 -0.001
H 4.909003 3.176483 -0.909301 -0.5 0.1 0.0 0.001
H -3.033957 -1.302847 -0.853831 -1.6 1.4 0.2 0.001
H 0.480383 3.163273 -1.643761 -1.2 0.1 0.0 0.000
H -4.018727 0.141843 -0.659611 0.3 0.5 0.0 0.000
H -1.006617 -1.766547 0.595589 1.5 2.7 2.3 0.000
H -0.433847 -7.001087 2.311269 -0.4 -0.3 0.4 0.000
H -1.723607 -1.167667 2.062299 0.1 0.2 0.2 0.000
H 4.794483 1.626373 -0.060951 -0.2 -0.3 -0.6 0.000
H -0.670457 -4.513737 0.027369 -1.4 -1.2 2.8 0.000
H 1.497813 4.370243 -0.790611 -0.2 0.0 0.7 0.000
H 2.991933 4.966883 -0.045731 0.0 -0.3 0.3 0.000
H -0.041647 0.933923 2.186799 0.9 0.1 0.0 0.000
H 3.158283 -0.057527 -1.107431 0.2 0.6 0.2 0.003
H 1.238863 0.805043 3.318779 0.2 0.2 0.2 -0.001
H -3.907577 2.305263 0.337489 -0.3 0.3 0.3 0.000
H -2.143627 1.202123 -3.149491 -0.3 -0.1 0.0 0.001
H -2.496067 3.959483 -0.725101 0.3 -0.1 -0.3 0.000
H 3.436753 0.300513 2.919169 0.0 0.2 -0.1 0.002
H -1.517167 1.398853 1.964919 0.0 0.6 -0.2 0.000
H 1.720273 -0.079297 -2.089651 -0.3 3.2 0.4 0.002
H 4.158753 0.247793 1.297839 -0.1 -0.4 0.0 0.000
H 0.310813 0.198393 -0.011301 2.5 0.8 0.7 0.006
H -2.965357 3.219653 1.607809 -0.6 0.0 0.0 0.000
H -1.142057 3.413293 0.316379 0.3 0.5 -0.2 0.001
H -3.517097 1.542663 -2.030971 0.2 -0.6 0.2 0.000
```
Forces are in eV/Å.

Summary:
- Spin multiplicity: 3
- HOMO (alpha / beta): -7.67 / -7.67 eV
- Charge: 0
- Calculated total energy: -16697.22372 Ha

---

# 2
The following is a quantum chemistry calculation of a structure of composition C22H43CoN2P3S, from the Open Molecules 2025 dataset.

Structure (XYZ):
```
72
Properties=species:S:1:pos:R:3:forces:R:3:lowdin_spin:R:1
Co 0.995093 0.076889 0.467714 -1.1 -3.6 0.2 2.546
S -0.119331 -0.150838 -1.534614 -1.8 -2.5 -1.6 0.166
P 2.073260 1.651170 1.334461 3.1 3.4 1.4 0.085
P -0.892515 0.491367 1.714654 -1.7 -0.2 1.1 0.087
P -1.546795 2.954620 -2.385153 -0.4 0.4 -0.8 0.001
N 1.209111 -5.717802 2.966973 0.4 0.6 0.0 0.007
N 1.031756 -1.867710 1.368461 -0.3 0.9 -0.7 0.053
C 0.350718 -2.854631 -2.114233 -0.8 0.0 0.8 0.005
C 1.846703 0.736301 -2.016418 3.1 2.4 -1.6 0.600
C -1.647623 2.146484 1.936062 0.0 0.1 0.0 0.014
C 1.121152 -4.459372 2.464005 -0.2 -0.7 0.3 0.004
C 2.102011 -3.481320 2.777371 0.3 0.8 -0.1 0.002
C -1.259232 3.600124 -4.053740 -0.3 0.0 -0.1 0.000
C -1.821444 -1.931988 -2.804234 -0.3 -0.2 1.3 0.016
C 1.004468 0.004977 -2.955989 0.5 -0.2 0.6 0.095
C -0.853169 -0.128754 3.456798 0.1 -0.1 -0.2 0.012
C -0.178406 -4.154562 -2.160166 -0.9 1.0 -0.5 0.003
C 0.033727 -4.064597 1.625224 -0.1 0.9 -0.4 0.003
C 3.728391 1.006898 1.788048 0.1 -0.3 0.0 0.036
C 2.507302 2.906179 0.065415 0.0 0.0 -0.1 0.027
C -0.562602 -1.780250 -2.213705 -0.7 -1.2 -0.2 0.077
C -2.361683 -0.414151 1.124286 -0.3 -0.1 -0.1 0.018
C -3.245706 2.474020 -1.987847 -0.1 -0.3 -0.1 0.000
C 1.622739 2.695612 2.775357 -0.2 -0.1 0.2 0.002
C 0.063890 -2.773661 1.082639 0.0 -1.1 0.2 0.007
C 2.005226 -2.200124 2.239632 -0.2 -1.4 0.3 0.010
C -1.555047 -4.322826 -2.484104 0.1 0.4 0.3 0.000
C -2.378740 -3.225305 -2.847542 0.8 -0.4 0.2 0.006
C -1.019162 4.175699 -1.171177 0.6 0.4 0.5 0.000
H -3.964903 3.136655 -2.492132 0.2 -0.2 0.2 0.000
H 2.946213 -3.734620 3.434244 -0.5 0.2 -0.3 0.000
H -2.425739 -1.045942 -3.027150 0.1 -0.4 0.2 0.002
H 3.731249 0.666276 2.832002 0.0 0.1 -0.2 0.000
H -0.819970 3.753052 -0.175099 -0.2 0.0 -0.4 0.000
H 1.057481 3.573116 2.428565 0.2 -0.3 0.2 0.000
H -0.694342 -2.457969 0.343677 0.5 -0.3 0.6 0.001
H 0.058786 0.185392 3.990310 -0.5 -0.1 -0.1 0.000
H 0.537659 -6.427805 2.697408 0.3 0.2 0.2 0.000
H 1.985849 -5.996644 3.586077 -0.8 0.3 -0.7 0.000
H 2.750470 0.257966 -1.596125 -0.6 0.0 -0.2 0.034
H -0.342716 4.206110 -4.033692 -0.2 -0.1 0.0 0.000
H 1.277086 -1.025640 -3.279298 0.0 1.3 0.0 0.008
H -2.537347 2.009449 2.567007 0.2 0.1 -0.2 0.003
H -2.503102 -0.308221 0.041646 0.0 0.0 0.2 0.001
H 2.532408 3.055363 3.289577 -0.3 -0.2 -0.3 0.001
H -0.978170 2.859746 2.427572 -0.2 -0.2 -0.1 0.000
H -1.771647 0.238831 3.957469 0.6 -0.1 -0.1 0.003
H -1.973712 -5.331227 -2.392161 0.1 0.5 -0.2 0.000
H 3.964224 0.145200 1.147868 0.2 0.2 0.2 0.002
H -0.824709 1.741340 -2.510531 -0.1 0.9 0.8 0.001
H -1.100869 2.748979 -4.743297 -0.3 0.5 0.3 0.000
H 1.594591 3.366498 -0.335999 0.3 -0.1 0.1 0.000
H -2.097588 4.228132 -4.383791 0.3 -0.2 0.0 0.000
H -1.765183 4.984494 -1.035497 0.1 -0.6 -0.3 0.000
H 3.042704 2.420141 -0.757120 0.0 0.3 0.4 0.001
H -1.966804 2.559494 0.972485 0.0 -0.1 0.2 0.000
H -3.435272 2.492881 -0.900021 0.2 0.1 -0.5 0.000
H -3.238927 -0.004392 1.643342 0.1 -0.2 -0.2 0.004
H 0.437161 -4.994099 -1.854395 -0.1 0.0 -0.4 0.000
H -3.462374 -3.327292 -3.034066 0.9 -0.2 -0.2 0.001
H 1.405856 -2.642155 -1.877860 -0.6 -0.4 0.2 0.001
H 2.706812 -1.411965 2.498804 0.0 -0.3 0.0 0.002
H -2.273550 -1.477636 1.369775 -0.1 0.3 -0.1 0.000
H 2.001839 1.826507 -2.239641 -0.3 -1.1 0.3 0.039
H -0.893294 -1.231564 3.442607 0.1 0.4 0.0 0.000
H -0.098754 4.680455 -1.489580 -0.1 -0.2 -0.1 0.000
H 4.495684 1.782340 1.653955 -0.2 -0.2 0.1 0.005
H 1.013786 2.132319 3.502007 0.3 0.3 -0.2 0.001
H -3.400656 1.442508 -2.329429 -0.1 0.3 0.0 0.000
H -0.816233 -4.743784 1.396344 0.9 0.5 0.1 0.000
H 3.149556 3.688153 0.480421 -0.1 -0.1 0.1 0.004
H 0.442344 0.587126 -3.674468 0.4 0.0 -0.5 0.002
```
Forces are in eV/Å.

Summary:
- Spin multiplicity: 5
- HOMO (alpha / beta): -16.04 / -16.40 eV
- Charge: +3
- Calculated total energy: -3777.56783 Ha

---

Number 1: maximum force 9.50 eV/A. Number 2: maximum force 4.76 eV/A.